124
Properties=species:S:1:pos:R:3:lowdin_charge:R:1 method="wB97M-V/def2-TZVPD" gap_ev=9.35 spin_multiplicity=1 charge=-1
O -35.808 26.020 2.732 0.106
C -34.659 25.548 2.920 -0.334
O -33.509 26.004 2.515 0.251
B -32.436 25.147 2.996 -0.952
O -33.061 24.093 3.730 0.235
C -34.405 24.208 3.604 -0.318
O -35.269 23.514 4.119 0.135
O -31.419 25.808 3.865 0.210
C -30.202 25.454 3.530 -0.302
O -29.072 25.686 4.113 0.060
C -30.323 24.668 2.235 -0.379
O -31.579 24.598 1.942 0.234
O -29.432 24.148 1.574 0.105
C -29.406 26.865 -0.966 -0.168
O -29.573 26.041 -2.096 -0.106
H -28.790 27.713 -1.265 0.085
H -30.352 27.162 -0.514 0.059
H -28.906 26.428 -0.101 0.068
H -29.781 25.150 -1.807 0.064
C -33.690 22.653 7.164 -0.115
O -34.384 21.645 7.942 -0.125
H -34.077 23.662 7.304 0.076
H -32.623 22.634 7.384 0.062
H -33.730 22.449 6.094 0.076
H -34.011 21.663 8.826 0.084
C -38.792 26.658 5.415 -0.077
C -39.060 25.259 4.794 -0.298
O -40.430 25.342 4.411 -0.075
H -39.235 27.406 4.757 0.057
H -37.717 26.837 5.440 0.052
H -39.287 26.785 6.378 0.068
H -38.754 24.508 5.522 0.103
H -38.344 25.129 3.983 0.078
H -40.669 24.546 3.932 0.076
C -33.589 27.638 -0.834 -0.083
C -33.466 29.069 -1.311 -0.318
O -32.320 29.505 -0.634 -0.082
H -34.435 27.188 -1.354 0.083
H -33.792 27.660 0.237 0.063
H -32.720 27.010 -1.033 0.050
H -34.336 29.688 -1.090 0.104
H -33.357 29.021 -2.395 0.111
H -31.739 30.005 -1.212 0.085
C -35.184 29.648 2.439 -0.081
C -35.127 30.444 3.727 -0.282
O -36.354 31.219 3.762 -0.080
H -35.849 28.788 2.522 0.039
H -34.212 29.257 2.139 0.063
H -35.571 30.297 1.654 0.083
H -34.232 31.065 3.763 0.106
H -35.058 29.726 4.544 0.080
H -36.798 31.042 4.594 0.074
C -30.158 24.439 7.305 -0.058
C -29.887 23.323 6.280 -0.308
O -29.794 22.050 6.914 -0.084
H -31.030 24.196 7.911 0.058
H -30.445 25.381 6.839 0.060
H -29.313 24.630 7.967 0.073
H -28.955 23.438 5.726 0.092
H -30.690 23.288 5.544 0.100
H -29.618 21.396 6.233 0.078
C -26.357 22.483 2.405 -0.091
C -27.140 21.741 3.473 -0.351
O -28.411 21.565 3.002 -0.071
H -26.757 23.489 2.278 0.068
H -26.321 21.995 1.432 0.077
H -25.319 22.638 2.699 0.068
H -27.188 22.381 4.354 0.099
H -26.611 20.814 3.693 0.113
H -28.734 22.346 2.545 0.045
C -33.308 21.741 0.631 -0.084
C -31.925 21.409 1.131 -0.315
O -31.589 20.092 0.726 -0.077
H -33.616 22.733 0.960 0.055
H -34.024 20.973 0.924 0.078
H -33.369 21.887 -0.448 0.067
H -31.920 21.467 2.219 0.114
H -31.171 22.068 0.700 0.102
H -30.823 20.139 0.149 0.077
C -30.934 29.057 3.026 -0.073
C -29.571 29.499 2.426 -0.276
O -28.844 30.267 3.401 -0.107
H -31.532 28.682 2.196 0.057
H -31.489 29.823 3.568 0.077
H -30.849 28.183 3.671 0.040
H -29.761 30.112 1.546 0.101
H -28.983 28.620 2.161 0.101
H -28.703 29.690 4.155 0.007
C -38.417 28.106 1.947 -0.075
C -37.821 28.176 0.563 -0.350
O -38.239 29.343 -0.081 -0.069
H -39.475 28.364 1.901 0.085
H -37.889 28.807 2.593 0.058
H -38.232 27.148 2.433 0.058
H -38.138 27.360 -0.086 0.112
H -36.739 28.114 0.680 0.084
H -37.713 29.402 -0.881 0.077
C -33.495 27.936 5.897 -0.061
C -34.417 26.800 6.458 -0.249
O -34.711 26.949 7.891 -0.087
H -33.872 28.935 6.116 0.062
H -33.329 27.812 4.827 0.061
H -32.514 27.888 6.369 0.067
H -33.970 25.837 6.213 0.089
H -35.344 26.855 5.888 0.088
H -35.448 26.395 8.159 0.071
C -38.780 21.064 1.691 -0.090
C -37.643 22.031 1.826 -0.350
O -38.146 23.349 1.968 -0.072
H -39.223 21.362 0.741 0.076
H -39.515 21.125 2.494 0.075
H -38.294 20.089 1.714 0.077
H -37.021 21.959 0.934 0.107
H -36.995 21.716 2.644 0.101
H -37.413 23.964 2.053 0.055
O -36.784 22.490 6.702 -0.059
H -36.035 22.146 7.189 -0.023
H -36.494 22.498 5.790 -0.001
O -32.860 24.516 -0.993 -0.033
H -32.514 25.201 -0.419 0.000
H -32.083 24.086 -1.348 0.035
O -28.603 28.479 5.441 -0.025
H -29.146 28.535 6.227 0.058
H -28.582 27.546 5.229 0.022



24
Properties=species:S:1:pos:R:3:nbo_charge:R:1 method="wB97M-V/def2-TZVPD" gap_ev=9.98 spin_multiplicity=1 charge=+1 e_above_lowest_kcal_mol=63.2
C -0.839 0.379 -1.202 -0.234
C -1.179 0.480 0.289 -0.413
C -1.009 1.758 1.063 -0.466
C 1.377 1.834 0.706 -0.436
C 0.222 2.484 0.785 -0.172
N -0.124 -1.026 -1.363 -0.715
H -1.914 0.290 -1.746 0.232
H -0.458 1.255 -1.669 0.257
H -0.610 -0.368 0.815 0.187
H -2.216 0.020 0.471 0.238
H -1.862 2.442 0.759 0.218
H -1.219 1.678 2.137 0.256
H 1.391 0.676 0.903 0.192
H 2.337 2.303 0.697 0.215
H 0.033 3.547 0.709 0.225
H 0.838 -0.763 -1.645 0.452
H -0.485 -1.771 -1.950 0.454
H -0.010 -1.409 -0.380 0.481
H -1.497 -3.596 -0.600 0.484
H -0.322 -4.119 0.273 0.514
O -0.577 -3.412 -0.497 -0.985
H 2.992 -0.329 0.079 0.478
H 2.695 -1.309 1.143 0.493
O 2.437 -1.045 0.221 -0.955



27
Properties=species:S:1:pos:R:3:nbo_charge:R:1 method="wB97M-V/def2-TZVPD" gap_ev=8.82 spin_multiplicity=1 e_above_lowest_kcal_mol=12.5
C 1.425 -1.339 1.649 -0.615
C 2.806 -1.531 2.289 -0.607
H 1.479 -1.726 0.630 0.207
H 0.590 -1.792 2.187 0.207
H 1.199 -0.276 1.603 0.207
H 2.913 -2.480 2.808 0.201
H 3.600 -1.448 1.556 0.202
H 2.990 -0.786 3.069 0.196
C 0.708 0.990 -3.016 -0.629
C -0.941 0.773 0.313 0.147
C -0.806 0.388 -1.020 -0.106
C 0.177 1.254 -1.639 -0.079
C 0.674 2.014 -0.629 -0.029
C -2.042 0.461 1.112 -0.243
C -2.946 -0.425 0.592 -0.213
C -2.762 -0.946 -0.710 -0.236
C -1.735 -0.533 -1.524 -0.186
N 0.004 1.762 0.544 -0.535
H -2.122 0.961 2.067 0.210
H -3.875 -0.676 1.091 0.212
H -0.113 2.350 1.350 0.407
H -3.508 -1.673 -1.002 0.209
H 1.533 2.662 -0.606 0.209
H -1.828 -0.836 -2.559 0.211
H 0.827 1.923 -3.560 0.217
H 0.032 0.353 -3.573 0.218
H 1.723 0.577 -3.021 0.218



54
Properties=species:S:1:pos:R:3:nbo_charge:R:1 method="wB97M-V/def2-TZVPD" gap_ev="9.05 / 9.78" spin_multiplicity=2 s_squared=0.754
C 1.722 1.699 -1.481 -0.263
O 1.074 1.328 -2.702 -0.557
C 0.593 -0.031 -2.668 -0.069
C -0.997 0.037 -2.874 -0.429
C -1.626 -1.422 -2.969 -0.408
C -2.466 -1.876 -1.684 -0.412
C -1.564 -2.417 -0.483 -0.405
C -1.666 -1.523 0.852 -0.209
C -0.618 -1.977 1.968 -0.429
C 0.197 -0.801 2.659 0.105
C 0.682 -1.390 4.078 -0.607
C 1.573 -0.441 1.897 -0.626
N -0.592 0.418 2.976 -0.020
O -1.160 0.384 4.143 -0.367
C -1.507 0.843 1.886 0.116
C -3.030 0.766 2.382 -0.619
C -1.199 2.376 1.491 -0.618
C -1.403 0.010 0.541 -0.445
H 1.080 1.607 -0.558 0.166
H 1.982 2.803 -1.569 0.193
H 2.693 1.149 -1.300 0.182
H 0.890 -0.604 -1.742 0.176
H 0.981 -0.591 -3.577 0.180
H -1.503 0.724 -2.141 0.209
H -1.133 0.512 -3.900 0.211
H -0.812 -2.177 -3.215 0.202
H -2.338 -1.404 -3.857 0.211
H -3.089 -2.762 -2.038 0.210
H -3.225 -1.096 -1.363 0.206
H -1.946 -3.459 -0.226 0.212
H -0.482 -2.572 -0.800 0.198
H -2.701 -1.738 1.262 0.211
H -1.095 -2.654 2.745 0.222
H 0.158 -2.635 1.451 0.214
H 1.138 -0.575 4.717 0.227
H 1.505 -2.165 3.934 0.204
H -0.155 -1.917 4.626 0.220
H 2.349 -0.265 2.710 0.224
H 1.455 0.555 1.377 0.211
H 1.931 -1.271 1.229 0.219
H -3.660 0.856 1.441 0.203
H -3.214 -0.274 2.788 0.220
H -3.261 1.568 3.139 0.236
H -0.095 2.566 1.368 0.214
H -1.701 3.102 2.187 0.223
H -1.662 2.513 0.458 0.206
H -2.249 0.373 -0.126 0.226
H -0.451 0.151 -0.043 0.226
C 4.946 2.453 -3.616 -0.716
C 5.397 1.950 -2.283 0.289
N 5.751 1.560 -1.248 -0.339
H 5.788 2.467 -4.309 0.253
H 4.167 1.803 -4.014 0.259
H 4.550 3.463 -3.517 0.254



136
Properties=species:S:1:pos:R:3:lowdin_charge:R:1 method="wB97M-V/def2-TZVPD" gap_ev=9.81 spin_multiplicity=1 e_above_lowest_kcal_mol=7.8
C -5.198 5.664 -0.206 0.044
N -3.794 6.147 -0.373 -0.434
O -3.455 7.048 0.392 0.043
O -2.985 5.634 -1.131 0.053
H -5.189 4.679 0.259 0.101
H -5.683 5.537 -1.174 0.097
H -5.660 6.415 0.436 0.097
C 3.216 -2.876 6.643 0.039
N 2.003 -3.084 5.787 -0.420
O 0.977 -2.581 6.262 0.037
O 2.079 -3.559 4.647 0.053
H 3.075 -1.934 7.173 0.095
H 4.101 -2.862 6.008 0.095
H 3.238 -3.682 7.376 0.099
C -0.474 -0.447 -0.571 0.036
N 0.639 0.090 0.208 -0.453
O 0.346 0.878 1.103 0.054
O 1.796 -0.247 -0.090 0.046
H -0.076 -0.779 -1.530 0.101
H -1.282 0.282 -0.632 0.104
H -0.664 -1.265 0.123 0.112
C -8.865 1.230 6.147 -0.220
C -7.384 1.716 6.190 -0.218
C -6.564 0.447 5.872 -0.192
S -7.491 -0.423 4.429 0.761
O -7.695 -1.822 4.879 -0.375
O -6.857 -0.012 3.161 -0.370
C -9.084 0.578 4.762 -0.197
H -9.522 2.096 6.231 0.107
H -9.186 0.574 6.956 0.114
H -7.051 2.188 7.115 0.107
H -7.246 2.580 5.540 0.111
H -6.637 -0.256 6.701 0.091
H -5.516 0.533 5.583 0.093
H -10.004 -0.006 4.724 0.096
H -9.107 1.288 3.936 0.089
C 3.914 3.382 -7.326 -0.213
C 3.531 2.225 -6.413 -0.277
C 4.679 1.263 -6.253 -0.176
S 5.288 1.120 -8.082 0.747
O 4.495 0.222 -8.901 -0.346
O 6.782 1.037 -8.096 -0.378
C 4.721 2.842 -8.541 -0.204
H 4.591 4.095 -6.854 0.111
H 3.068 3.898 -7.778 0.113
H 2.718 1.736 -6.950 0.111
H 3.068 2.511 -5.468 0.119
H 4.494 0.318 -5.742 0.106
H 5.342 1.935 -5.709 0.101
H 4.248 2.729 -9.517 0.094
H 5.603 3.448 -8.749 0.093
C 0.991 -6.190 -8.863 -0.213
C 2.263 -6.846 -9.368 -0.231
C 3.186 -6.980 -8.138 -0.192
S 2.103 -7.189 -6.599 0.708
O 2.193 -5.929 -5.888 -0.344
O 2.309 -8.478 -5.921 -0.337
C 0.633 -7.002 -7.584 -0.252
H 0.277 -6.305 -9.679 0.118
H 1.254 -5.185 -8.533 0.117
H 2.762 -6.326 -10.186 0.119
H 2.063 -7.878 -9.655 0.112
H 3.839 -6.148 -7.875 0.098
H 3.744 -7.910 -8.250 0.091
H -0.234 -6.602 -7.058 0.106
H 0.329 -7.961 -8.004 0.102
C -2.252 -9.679 0.658 -0.224
C -2.566 -9.199 2.033 -0.294
C -3.703 -9.901 2.629 -0.200
S -3.473 -11.655 1.946 0.699
O -4.715 -12.031 1.244 -0.354
O -2.868 -12.487 2.912 -0.325
C -2.126 -11.221 0.738 -0.190
H -1.387 -9.235 0.167 0.118
H -3.099 -9.450 0.012 0.117
H -2.680 -8.121 2.140 0.124
H -1.690 -9.344 2.665 0.123
H -4.697 -9.576 2.321 0.105
H -3.584 -10.020 3.706 0.103
H -2.401 -11.780 -0.156 0.097
H -1.198 -11.569 1.192 0.099
C 8.832 1.460 3.571 -0.177
C 9.394 0.198 2.720 -0.188
C 10.936 0.079 2.955 -0.197
S 11.456 1.821 3.186 0.690
O 12.207 2.338 2.029 -0.346
O 12.018 1.863 4.539 -0.348
C 9.850 2.574 3.196 -0.261
H 8.862 1.277 4.645 0.105
H 7.851 1.818 3.260 0.107
H 9.095 0.430 1.698 0.105
H 8.942 -0.731 3.065 0.100
H 11.722 -0.312 2.309 0.104
H 10.881 -0.316 3.969 0.094
H 9.592 2.812 2.164 0.099
H 9.773 3.548 3.680 0.112
C -0.361 4.912 9.617 -0.221
C -1.571 5.549 10.329 -0.207
C -1.526 7.031 9.771 -0.192
S -1.325 6.900 7.892 0.713
O -0.378 7.936 7.506 -0.349
O -2.594 6.569 7.268 -0.340
C -0.418 5.270 8.068 -0.187
H -0.323 3.826 9.701 0.103
H 0.550 5.209 10.136 0.106
H -1.519 5.433 11.411 0.108
H -2.454 4.996 10.008 0.105
H -0.628 7.450 10.224 0.093
H -2.333 7.736 9.971 0.090
H 0.550 5.290 7.567 0.093
H -1.099 4.588 7.559 0.084
C -5.453 -1.054 -6.978 -0.267
C -6.394 -0.163 -6.187 -0.219
C -7.753 -0.156 -6.958 -0.170
S -7.219 -0.089 -8.787 0.694
O -7.209 1.283 -9.244 -0.336
O -7.894 -1.125 -9.524 -0.336
C -5.492 -0.628 -8.427 -0.217
H -5.695 -2.109 -6.847 0.115
H -4.445 -1.069 -6.562 0.115
H -5.907 0.804 -6.069 0.117
H -6.539 -0.651 -5.223 0.110
H -8.343 0.733 -6.736 0.092
H -8.328 -1.079 -6.881 0.095
H -4.910 0.288 -8.533 0.101
H -5.187 -1.487 -9.023 0.106
C 3.371 9.923 0.749 -0.092
C 3.869 8.530 0.950 -0.243
O 4.795 8.646 2.080 0.129
C 4.951 9.949 2.422 -0.523
O 5.612 10.410 3.330 0.154
O 4.195 10.680 1.584 0.070
F 4.542 8.130 -0.189 0.053
H 2.294 10.006 0.897 0.139
H 3.548 10.420 -0.205 0.146
H 2.994 7.923 1.178 0.167



124
Properties=species:S:1:pos:R:3:lowdin_charge:R:1 method="wB97M-V/def2-TZVPD" gap_ev=4.12 spin_multiplicity=1 charge=-1 e_above_lowest_kcal_mol=16.2
Cd -0.567 -0.014 -1.217 1.154
O 2.288 -0.433 1.495 -0.060
C 3.522 0.094 1.202 -0.252
C 4.411 0.577 2.159 -0.018
C 5.666 1.015 1.763 -0.076
C 6.042 0.990 0.427 -0.085
C 5.115 0.590 -0.523 -0.087
C 3.843 0.157 -0.157 -0.292
P 2.527 -0.135 -1.412 1.076
C 3.200 -1.612 -2.294 -0.374
C 4.217 -2.419 -1.781 -0.105
C 4.544 -3.634 -2.383 -0.099
C 3.864 -4.059 -3.514 -0.097
C 2.846 -3.267 -4.037 -0.085
C 2.509 -2.069 -3.422 -0.136
C 2.914 1.242 -2.576 -0.365
C 3.269 1.105 -3.917 -0.095
C 3.481 2.234 -4.706 -0.097
C 3.325 3.503 -4.167 -0.094
C 2.974 3.646 -2.830 -0.059
C 2.784 2.524 -2.041 -0.098
C 1.835 -0.651 2.781 -0.266
C 2.642 -1.251 3.744 -0.036
C 2.139 -1.460 5.017 -0.080
C 0.840 -1.080 5.329 -0.079
C 0.028 -0.552 4.338 -0.083
C 0.498 -0.344 3.039 -0.262
P -0.660 -0.033 1.601 1.054
C -1.608 1.442 2.086 -0.389
C -2.712 1.786 1.302 -0.113
C -3.441 2.931 1.573 -0.056
C -3.065 3.766 2.623 -0.081
C -1.963 3.442 3.395 -0.084
C -1.237 2.282 3.129 -0.104
C -1.852 -1.388 2.193 -0.346
C -1.392 -2.707 2.068 -0.118
C -2.189 -3.794 2.390 -0.093
C -3.491 -3.591 2.845 -0.102
C -3.962 -2.296 2.987 -0.103
C -3.151 -1.206 2.665 -0.113
H 4.128 0.628 3.199 0.110
H 6.354 1.383 2.514 0.104
H 7.032 1.313 0.127 0.100
H 5.361 0.642 -1.578 0.116
H 4.760 -2.097 -0.900 0.097
H 5.333 -4.249 -1.963 0.102
H 4.119 -5.004 -3.983 0.098
H 2.303 -3.592 -4.917 0.103
H 1.675 -1.490 -3.805 0.106
H 3.385 0.124 -4.361 0.083
H 3.765 2.114 -5.746 0.095
H 3.474 4.381 -4.787 0.097
H 2.826 4.630 -2.398 0.110
H 2.506 2.634 -1.006 0.081
H 3.646 -1.564 3.495 0.115
H 2.767 -1.929 5.767 0.102
H 0.450 -1.231 6.331 0.102
H -1.009 -0.323 4.557 0.114
H -2.997 1.153 0.467 0.072
H -4.302 3.177 0.967 0.096
H -3.621 4.676 2.821 0.099
H -1.658 4.093 4.208 0.099
H -0.365 2.046 3.730 0.094
H -0.372 -2.874 1.731 0.082
H -1.799 -4.803 2.289 0.094
H -4.130 -4.436 3.077 0.096
H -4.976 -2.123 3.338 0.103
H -3.545 -0.205 2.790 0.099
C -1.493 2.819 -2.607 -0.120
C -0.817 3.680 -1.586 -0.256
C -0.909 5.062 -1.696 -0.107
C -0.292 5.933 -0.798 -0.154
C 0.448 5.365 0.237 -0.110
C 0.581 3.991 0.387 -0.247
C 1.434 3.451 1.523 -0.084
C -0.053 3.068 -0.532 -0.431
N 0.111 1.745 -0.331 -0.252
H -1.998 3.440 -3.353 0.066
H -2.243 2.151 -2.174 0.010
H -0.774 2.184 -3.143 0.044
H -1.484 5.478 -2.523 0.090
H -0.395 7.009 -0.897 0.070
H 0.948 6.015 0.957 0.096
H 1.091 3.828 2.494 0.061
H 2.487 3.747 1.414 0.068
H 1.389 2.360 1.541 0.030
S -7.484 0.029 1.173 0.532
C -6.277 0.163 0.026 -1.095
S -5.118 -1.095 -0.204 0.951
C -4.298 -0.204 -1.468 -1.172
N -4.858 0.937 -1.688 0.006
N -5.965 1.151 -0.863 -0.125
C -6.605 2.432 -1.055 -0.182
C -5.877 3.442 -1.696 -0.025
C -6.443 4.692 -1.893 -0.084
C -7.739 4.958 -1.467 -0.106
C -8.463 3.948 -0.855 -0.091
C -7.911 2.687 -0.650 -0.050
S -2.946 -0.863 -2.304 0.398
H -4.874 3.236 -2.039 0.098
H -5.859 5.463 -2.383 0.103
H -8.176 5.939 -1.614 0.095
H -9.479 4.133 -0.525 0.099
H -8.491 1.915 -0.177 0.034
N 4.769 -8.815 2.133 0.148
C 4.104 -8.049 1.597 -0.179
C 3.261 -7.080 0.920 -0.234
C 3.594 -5.733 0.927 -0.012
C 2.788 -4.810 0.284 0.003
C 1.634 -5.228 -0.362 -0.169
C 1.295 -6.572 -0.369 0.004
C 2.110 -7.494 0.266 -0.021
N 0.808 -4.274 -1.003 0.013
C -0.153 -4.500 -1.991 -0.031
C -0.681 -3.287 -2.273 -0.149
N -0.071 -2.324 -1.477 -0.035
C 0.797 -2.942 -0.739 -0.212
H 4.495 -5.409 1.434 0.126
H 3.073 -3.765 0.268 0.102
H 0.384 -6.902 -0.849 0.111
H 1.845 -8.544 0.267 0.122
H -0.343 -5.471 -2.416 0.115
H -1.463 -3.037 -2.971 0.055
H 1.446 -2.458 -0.016 0.109